Here is a 2-piece molecular cluster, C3H10NOPS overall at a distorted geometry from the Open Molecules 2025 dataset. Energies are from ωB97M-V/def2-TZVPD.

As for the spin multiplicity: 3. Its expectation value of S² is 2.01. As for the HOMO-LUMO gap (alpha / beta): 0.2789 / 0.2482 hartree. As for the energy relative to the best compared isomer or geometry (same formula, charge and spin): 1.194 eV. The value obtained for the electronic energy is -989.6727 a.u.

Geometry (Å):
C (1.93266, 0.66410, -1.32152)
C (-2.52320, -2.46224, 1.71750)
C (0.14099, 2.30916, 0.26470)
N (1.05590, 0.00319, -0.31797)
O (-1.86691, -3.47902, 1.58500)
P (-0.32800, 0.53958, 0.40495)
S (-1.80507, 0.66835, -1.06163)
H (2.53195, 0.00672, -2.03213)
H (1.26848, 1.19191, -1.97363)
H (2.66179, 1.24246, -0.82300)
H (-2.25692, -1.54833, 1.23894)
H (-2.10089, -0.64409, -0.70614)
H (-3.36376, -2.56617, 2.35443)
H (-0.51850, 2.83536, 0.92743)
H (1.21473, 2.53874, 0.55979)
H (0.03470, 2.74530, -0.67681)
H (1.43343, -0.83594, 0.10297)